[1]
C17H23ClN2O4S | ωB97M-V/def2-TZVPD

CARTESIAN COORDINATES (ANGSTROEM)
O  -1.526  -2.301  2.051
C  -1.196  -1.131  2.001
N  -1.957  -0.121  2.466
C  -1.532  1.260  2.491
H  -1.010  1.501  1.561
C  -0.625  1.605  3.685
H  -0.752  2.666  3.907
H  0.419  1.449  3.407
C  -0.919  0.779  4.940
C  -2.406  0.666  5.292
C  -3.073  -0.547  4.641
H  -2.489  -1.440  4.873
C  -3.211  -0.434  3.123
H  -3.936  0.344  2.866
H  -3.558  -1.389  2.722
H  -4.072  -0.683  5.061
H  -2.502  0.556  6.374
H  -2.930  1.581  5.010
H  -0.515  -0.227  4.815
H  -0.382  1.241  5.771
H  -2.437  1.869  2.532
C  0.107  -0.724  1.363
C  0.131  -0.349  0.025
C  1.330  -0.034  -0.583
C  2.511  -0.065  0.143
C  2.501  -0.463  1.474
C  1.300  -0.801  2.073
H  1.289  -1.126  3.102
H  3.427  -0.501  2.025
Cl  3.959  0.413  -0.631
S  1.397  0.488  -2.306
O  2.334  -0.330  -3.017
O  1.563  1.910  -2.324
N  -0.171  0.140  -2.802
C  -0.346  -1.230  -3.245
H  0.169  -1.396  -4.201
C  -1.846  -1.494  -3.404
H  -2.332  -1.430  -2.419
O  -2.438  -0.575  -4.291
C  -2.245  0.753  -3.863
H  -2.733  0.906  -2.888
C  -0.756  1.079  -3.741
H  -0.281  0.993  -4.728
H  -0.593  2.082  -3.351
H  -2.719  1.387  -4.613
H  -2.019  -2.483  -3.829
H  0.086  -1.892  -2.494
H  -0.778  -0.296  -0.551

For the HOMO energy, the calculation gives -9.43 eV. Its structure (SMILES) is O=C(c1ccc(Cl)c(S(=O)(=O)N2CCOCC2)c1)N1CCCCCC1. The value obtained for the electronic energy is -52529.80983 eV. Its net charge is 0. The LUMO energy is 0.51 eV.


[2]
C38H42MoN6O5Sb | ωB97M-V/def2-TZVPD

CARTESIAN COORDINATES (ANGSTROEM)
Mo  -0.744  0.506  0.113
C  -0.284  1.543  -2.729
C  -1.427  0.581  -2.736
C  -2.104  0.332  -3.913
C  -3.197  -0.531  -3.938
C  -3.576  -1.105  -2.731
C  -2.862  -0.822  -1.586
N  -1.779  -0.016  -1.561
Sb  -3.366  -1.821  0.262
C  -1.278  -2.394  0.444
C  -1.102  -3.760  0.535
C  0.172  -4.295  0.649
C  1.214  -3.387  0.752
C  0.976  -2.025  0.689
C  2.201  -1.188  1.054
N  -0.264  -1.486  0.474
C  -3.154  -0.238  1.723
C  -4.085  -0.150  2.739
C  -3.913  0.806  3.729
C  -2.773  1.598  3.671
C  -1.855  1.443  2.648
C  -0.597  2.258  2.648
N  -2.068  0.542  1.654
H  0.077  1.706  -3.742
H  0.526  1.176  -2.089
H  -0.592  2.508  -2.328
H  -1.782  0.829  -4.817
H  -3.734  -0.726  -4.852
H  -4.427  -1.769  -2.669
H  -1.974  -4.401  0.494
H  0.344  -5.357  0.698
H  2.226  -3.736  0.899
H  3.093  -1.729  0.698
H  2.736  -0.402  2.897
H  1.389  0.683  0.449
H  -4.941  -0.812  2.735
H  -4.628  0.921  4.529
H  -2.582  2.332  4.441
H  -0.494  2.758  3.610
H  -0.588  3.015  1.862
H  0.282  1.624  2.505
O  2.997  -3.484  3.692
C  1.748  -3.554  4.167
C  1.426  -4.680  4.927
C  0.174  -4.837  5.475
C  -0.806  -3.868  5.278
C  -0.519  -2.760  4.520
C  0.755  -2.572  3.946
C  0.945  -1.392  3.128
O  0.063  -0.582  2.870
N  2.264  -1.226  2.533
N  2.270  0.126  0.518
C  3.387  0.629  -0.016
C  3.507  1.875  -0.598
C  4.745  2.271  -1.183
C  4.850  3.402  -1.926
C  3.705  4.200  -2.151
C  2.511  3.892  -1.577
C  2.366  2.779  -0.688
O  1.322  2.595  -0.014
H  3.104  -2.647  3.190
H  2.201  -5.412  5.078
H  -0.044  -5.713  6.065
H  -1.782  -3.989  5.721
H  -1.266  -1.997  4.346
H  4.252  -0.032  -0.008
H  5.605  1.637  -1.020
H  5.798  3.700  -2.351
H  3.804  5.071  -2.781
H  1.640  4.516  -1.715
C  0.783  -1.577  -5.386
N  1.275  -1.047  -4.133
C  2.350  -0.082  -4.191
C  0.733  -1.417  -2.976
O  1.047  -0.989  -1.873
H  1.369  -1.162  -6.202
H  -0.265  -1.308  -5.530
H  0.866  -2.663  -5.412
H  3.233  -0.531  -4.647
H  2.598  0.238  -3.181
H  2.055  0.787  -4.780
H  -0.049  -2.189  -3.094
C  -3.384  2.847  -1.137
C  -2.198  3.229  -0.231
C  -1.523  4.530  -0.698
O  -1.287  2.214  -0.171
H  -4.167  3.593  -1.054
H  -3.798  1.885  -0.829
H  -3.074  2.774  -2.179
H  -2.604  3.390  0.792
H  -1.297  4.481  -1.762
H  -0.587  4.654  -0.156
H  -2.163  5.387  -0.508

For the HOMO energy (alpha / beta), the calculation gives -8.10 / -8.58 eV. The spin multiplicity is 3. The value obtained for the electronic energy is -67651.50494 eV. Its net charge is +1. The LUMO energy (alpha / beta) is -2.61 / -2.91 eV.


[3]
C5H9N | ωB97M-V/def2-TZVPD

CARTESIAN COORDINATES (ANGSTROEM)
C  0.315  1.670  -1.664
C  -0.333  2.128  -0.374
C  -0.483  0.880  -0.686
N  -1.037  -0.363  -0.472
C  -0.998  -0.932  0.861
C  -0.154  -1.490  -0.231
H  -0.126  1.951  -2.628
H  1.402  1.538  -1.713
H  2.174  -1.301  2.631
H  -0.528  2.979  0.258
H  1.686  -1.547  2.127
H  -0.499  -0.351  1.635
H  -1.899  -1.454  1.173
H  -0.436  -2.418  -0.722
H  0.915  -1.289  -0.194

For the HOMO energy, the calculation gives -8.40 eV. Its structure (SMILES) is C1=C(N2CC2)C1.[H][H]. The value obtained for the electronic energy is -6816.26518 eV. Its net charge is 0. The LUMO energy is 1.32 eV.